# 1
Molecular formula: C7H14
Method: DFT, ωB97M-V/def2-TZVPD

Properties
E_LUMO (alpha / beta) in eV: -4.956 / -6.575
ΔE to the lowest compared entry with this formula, charge and spin in kJ/mol: 232.8
Charge: +1
Orbital gap (alpha / beta) in eV: 8.5 / 9.0
Spin multiplicity: 2

Positions of all 21 atoms, in Å:
C  -2.6744  0.5866  -0.3136
C  -2.0506  -0.7097  0.2225
C  -0.6723  -0.9331  -0.3047
C  0.4100  -1.0379  0.5819
C  0.5995  -0.6910  1.9309
C  1.7914  -1.1998  0.4091
C  2.6402  -0.2858  -0.4118
H  -2.0179  1.4211  -0.0736
H  -3.6773  0.7247  0.0802
H  -2.7565  0.4877  -1.3976
H  -1.9763  -0.6903  1.3120
H  -2.7047  -1.5404  -0.0541
H  -0.5788  -1.5110  -1.2176
H  1.1110  4.6704  -2.5532
H  0.0150  0.1107  2.3697
H  1.0176  -1.4133  2.6208
H  2.2878  -1.9775  0.9850
H  0.7602  4.0874  -2.3391
H  2.7238  0.6659  0.1175
H  3.6357  -0.6686  -0.6116
H  2.1168  -0.0959  -1.3527

Forces on the atoms, in the same order (eV/Å):
C 0.28 -0.34 -0.37
C 0.22 0.31 0.26
C -0.21 -1.15 1.03
C -0.73 -0.10 -0.44
C -0.93 -0.91 -0.16
C 1.15 0.62 0.43
C -0.62 -0.44 -0.40
H -0.28 0.21 -0.03
H 0.07 0.12 0.15
H -0.01 0.27 0.01
H -0.28 0.07 -0.01
H 0.21 -0.11 -0.04
H 0.27 0.65 -0.44
H 0.56 0.92 -0.34
H 0.37 0.34 -0.10
H 0.39 0.22 -0.07
H -0.05 0.13 0.10
H -0.56 -0.92 0.34
H 0.02 0.02 -0.02
H -0.01 -0.13 0.13
H 0.12 0.20 -0.04



# 2
Molecular formula: C6H14N3
Method: DFT, ωB97M-V/def2-TZVPD

Properties
E_LUMO in eV: -3.092
ΔE to the lowest compared entry with this formula, charge and spin in kJ/mol: 425.3
Charge: +1
Orbital gap in eV: 9.6

Positions of all 23 atoms, in Å:
C  -0.7962  -1.7564  0.1827
C  -0.0732  -2.1205  -1.0006
C  0.8381  -0.9550  -1.4132
C  1.4094  -0.3336  -0.0900
C  0.4736  2.0807  1.4464
C  -0.9798  1.2008  -0.4772
N  -1.7349  -1.9834  0.8609
N  0.4549  -0.2406  0.9141
N  -0.2961  0.9707  0.7964
H  0.5418  -3.0470  -0.8639
H  -0.6009  -2.2667  -1.9479
H  1.6158  -1.2860  -2.1274
H  0.1435  -0.2473  -1.9150
H  2.1154  -1.1223  0.3202
H  1.9492  0.5489  -0.3445
H  0.7715  1.8396  2.3975
H  1.2421  2.4859  0.8803
H  -0.3339  2.9372  1.4597
H  -0.3143  1.4369  -1.2402
H  -1.6474  0.3571  -0.7143
H  -1.5729  2.1400  -0.3973
H  -2.0657  -1.5974  1.7924
H  -1.1398  0.9583  1.4806

Forces on the atoms, in the same order (eV/Å):
C 1.45 1.79 1.01
C 2.19 -0.65 -1.87
C -0.11 0.55 0.15
C 1.58 -2.68 -1.55
C -4.34 2.91 -2.02
C -1.84 1.77 0.33
N -2.35 -0.13 2.31
N -2.46 -1.61 0.60
N -1.73 -0.05 2.51
H -0.61 0.67 0.38
H -1.00 -0.43 0.74
H -0.39 0.25 0.45
H 1.04 -0.45 -0.02
H -0.32 1.10 -0.59
H 0.59 0.89 0.11
H 0.53 -0.96 2.11
H 1.60 0.15 -1.31
H 1.66 -1.32 0.41
H 1.30 0.00 -1.25
H 0.45 0.46 0.16
H 0.04 -0.72 0.24
H 0.87 -0.67 -1.77
H 1.84 -0.87 -1.10



# 3
Molecular formula: C14H29N2O6PTm
Method: DFT, ωB97M-V/def2-TZVPD

Properties
E_LUMO (alpha / beta) in eV: -12.209 / -12.171
ΔE to the lowest compared entry with this formula, charge and spin in kJ/mol: 394.5
Charge: +3
Orbital gap (alpha / beta) in eV: 3.5 / 3.5
Spin multiplicity: 3

Positions of all 53 atoms, in Å:
C  1.0825  -0.8660  4.8390
O  0.1748  -0.5830  3.7181
C  0.9406  -0.1394  2.5058
C  -0.1438  0.1231  1.2579
C  0.1180  -0.7872  -0.0563
C  -0.0716  -0.0794  -1.5251
C  0.0665  -1.3993  -2.5556
C  1.4924  -1.6015  -3.2778
O  1.7837  -0.8154  -4.3536
N  2.5615  -2.6440  -2.9714
C  2.5937  -3.0559  -1.5266
C  2.4661  -3.8411  -3.8989
O  -1.3999  0.3823  -1.8629
C  -1.9416  1.5433  -1.2227
O  -1.5384  2.7611  -1.5918
C  -3.2333  1.3472  -0.2527
C  -3.3801  2.1969  1.0912
C  -2.3166  3.3749  1.4278
C  -3.4410  1.2152  2.4465
P  1.3622  1.1724  -1.7374
N  1.3117  2.4157  -0.6506
O  1.3043  1.9845  -3.3127
O  2.9660  0.4759  -1.4082
H  2.1380  -1.2046  4.4634
H  1.2385  0.0337  5.5861
H  0.6374  -1.7503  5.5016
H  1.7668  -0.9230  2.2311
H  1.3890  0.9071  2.7855
H  -0.2593  1.2715  1.0948
H  -1.1860  -0.2424  1.7202
H  1.2509  -1.1528  -0.0062
H  -0.5231  -1.7845  0.0829
H  -0.1902  -2.4086  -1.9737
H  -0.7580  -1.3574  -3.4250
H  3.2281  -4.0644  -1.4617
H  1.5607  -3.2987  -1.0366
H  3.1360  -2.2568  -0.8665
H  1.3776  -4.2698  -4.0239
H  2.8156  -3.5103  -4.9811
H  3.1968  -4.7274  -3.5825
H  -3.3137  0.1815  -0.0033
H  -4.1929  1.5621  -0.9313
H  -4.4566  2.7144  1.0809
H  -1.2725  3.0401  1.8364
H  -2.2390  4.1326  0.5116
H  -2.8002  4.0294  2.3043
H  -3.2923  0.0707  2.1731
H  -4.5059  1.2807  2.9611
H  -2.6580  1.5819  3.2355
H  2.1752  2.4170  -0.0658
H  2.1836  1.8804  -3.7835
H  3.0723  0.4031  -0.3985
Tm  -2.2765  4.2645  3.8893

Forces on the atoms, in the same order (eV/Å):
C 0.74 -0.91 1.49
O 1.94 0.44 -1.14
C -0.89 0.71 0.32
C -0.99 -0.88 1.69
C 0.84 -0.01 1.03
C -0.39 -3.44 -0.08
C -0.08 -1.24 -0.65
C 3.29 2.53 -5.80
O -2.26 -4.26 6.70
N -3.09 0.64 1.13
C 0.65 -1.16 0.87
C 0.31 -0.91 -2.17
O 0.21 1.89 2.12
C 1.03 5.89 -1.83
O -2.06 -7.61 2.68
C -0.43 -1.65 -1.38
C -1.01 0.07 1.97
C -0.80 1.01 -1.27
C -1.21 -0.07 -0.41
P 3.19 0.28 -3.76
N -0.16 0.30 0.81
O 1.16 -2.41 4.19
O -3.74 0.94 0.44
H -1.99 0.60 0.64
H -0.42 -1.46 -1.76
H 0.81 1.94 -1.72
H -1.53 1.48 0.50
H -0.30 -1.96 -0.63
H 0.43 -1.96 -0.12
H 2.32 0.91 -1.00
H -2.37 0.71 -0.37
H 1.29 2.37 -0.80
H 0.60 2.48 -0.93
H 2.09 0.44 1.93
H -1.37 2.38 -0.06
H 1.60 0.37 -0.93
H -0.94 -1.37 -1.32
H 2.03 0.76 0.51
H -0.76 -0.59 2.35
H -1.63 2.24 -0.37
H 0.26 2.63 -0.48
H 2.27 -0.36 1.29
H 2.52 -0.95 -0.27
H -1.50 0.34 -0.87
H 0.24 -1.63 1.99
H -0.82 -1.61 -5.41
H -0.01 2.56 0.87
H 2.17 -0.10 -1.10
H -0.85 -0.93 -1.09
H -0.52 0.19 -0.48
H -0.96 -0.14 0.45
H -0.16 0.07 -1.99
Tm 1.22 0.44 4.21



# 4
Molecular formula: C12H48F6NO18S2
Method: DFT, ωB97M-V/def2-TZVPD

Properties
E_LUMO in eV: 1.581
Charge: -1
Orbital gap in eV: 8.1

Positions of all 87 atoms, in Å:
C  0.9460  -0.0759  0.4351
F  2.1374  -0.2750  -0.1024
F  0.1119  -1.1524  0.2717
F  0.9914  0.1977  1.7673
S  0.1761  1.5305  -0.3692
O  -1.2300  1.6249  -0.0224
O  0.8922  2.6597  0.2120
N  0.3224  1.1177  -2.0893
S  0.9854  2.4433  -2.6188
O  0.1307  3.6581  -2.5294
O  2.3806  2.6138  -2.1559
C  1.1079  2.0966  -4.5310
F  2.0429  1.1092  -4.6871
F  -0.0756  1.5769  -4.9589
F  1.4285  3.1982  -5.1831
O  1.7361  -2.6911  -3.4432
H  2.6761  -2.6303  -3.2727
H  1.3771  -1.8714  -3.1034
O  -2.6336  -2.6958  -6.6393
H  -2.9699  -1.8126  -6.4875
H  -2.9269  -2.9156  -7.5236
O  -3.1782  -3.6926  -2.1002
H  -3.7347  -4.2229  -1.5298
H  -3.5540  -2.8136  -2.0523
O  6.7277  -1.6993  -7.2639
H  6.6819  -1.9967  -6.3552
H  6.7107  -0.7441  -7.2049
C  -6.2574  -1.8396  5.0036
O  -6.6098  -0.4999  5.2266
H  -5.4860  -2.2055  5.6812
H  -7.1143  -2.4780  5.2185
H  -5.9253  -1.8883  3.9665
H  -5.8392  0.0193  4.9853
C  5.8876  -3.1602  6.4264
O  6.4931  -4.4359  6.4572
H  6.5752  -2.3217  6.3157
H  5.1604  -3.2062  5.6158
H  5.2627  -2.9339  7.2904
H  5.7986  -5.0736  6.6376
C  -6.3508  5.0640  2.0897
O  -7.2785  6.1708  2.3949
H  -5.6592  5.4290  1.3304
H  -5.8417  4.7727  3.0085
H  -6.9252  4.1892  1.7849
H  -6.7834  6.8709  2.8265
C  7.7482  1.2054  0.9384
O  9.0601  1.0266  0.6044
H  7.4364  0.5899  1.7822
H  7.3885  2.2304  1.0273
H  7.1705  0.8151  0.1006
H  9.3022  1.6259  -0.1054
C  -0.1342  9.2341  2.0510
O  1.1150  8.5798  1.8467
H  -0.4475  9.6990  1.1162
H  -0.8338  8.4374  2.3037
H  -0.1769  10.0200  2.8050
H  0.9272  7.6445  1.7390
C  -0.7171  9.4250  -7.2625
O  -0.3162  9.4668  -8.6405
H  -0.1262  8.7110  -6.6887
H  -0.4737  10.4257  -6.9054
H  -1.7825  9.1951  -7.2745
H  0.6283  9.5725  -8.7758
C  0.9692  -6.5368  6.4190
O  2.1795  -7.1836  6.8243
H  0.7212  -5.6509  7.0036
H  0.9544  -6.2800  5.3598
H  0.0876  -7.1607  6.5659
H  2.2375  -8.0303  6.3757
C  -5.5919  -7.1209  1.9462
O  -5.8721  -6.6737  0.5809
H  -6.4267  -6.9912  2.6348
H  -5.1054  -8.0963  1.9391
H  -4.8569  -6.3420  2.1493
H  -6.7388  -7.0317  0.3753
C  -4.9638  2.5951  -4.1538
O  -4.3983  1.3471  -3.8684
H  -4.7777  3.2367  -3.2925
H  -4.6311  3.0637  -5.0800
H  -6.0514  2.6317  -4.2160
H  -3.4810  1.4592  -3.6083
C  5.3024  -7.0550  1.2458
O  4.9004  -8.0182  0.2999
H  6.2794  -7.2502  1.6879
H  5.3697  -6.0532  0.8217
H  4.5460  -6.8951  2.0142
H  5.2123  -8.8781  0.5913

Forces on the atoms, in the same order (eV/Å):
C -2.09 1.17 -0.19
F -0.35 -0.47 0.72
F 1.44 1.12 0.03
F 0.55 -0.61 -1.18
S -1.53 0.40 -0.02
O 0.60 -1.37 -0.46
O 0.52 -1.67 -0.96
N -0.06 0.72 3.17
S 1.60 3.31 -0.76
O 1.24 -2.09 -0.50
O -1.76 -0.23 -1.33
C -0.48 -1.77 2.27
F -0.58 1.20 -0.46
F 0.92 0.81 -0.19
F -0.05 -0.55 -0.16
O -0.01 -0.30 -0.12
H 0.20 0.04 0.04
H -0.21 0.33 0.10
O 0.08 -0.18 0.05
H -0.05 0.26 0.15
H -0.05 -0.07 -0.21
O 0.13 -0.14 -0.09
H -0.13 -0.18 0.15
H -0.02 0.29 -0.04
O 0.10 -0.14 -0.22
H -0.06 -0.11 0.22
H -0.05 0.25 -0.01
C 0.06 -0.27 -0.16
O -0.16 0.52 0.56
H 0.37 0.16 0.00
H -0.18 0.17 -0.42
H -0.01 -0.81 -0.03
H -0.08 0.23 0.05
C -1.40 -0.09 -0.37
O 0.73 0.11 0.49
H 0.31 -0.52 -0.23
H 0.10 0.70 -0.42
H 0.23 -0.17 0.53
H 0.01 -0.05 0.00
C -0.72 1.33 0.76
O 0.27 -1.16 -0.31
H 0.09 -0.51 -0.03
H 0.30 0.05 -0.09
H -0.09 0.38 -0.31
H 0.15 -0.09 -0.03
C -2.51 -0.40 -1.04
O 2.33 0.05 0.32
H 0.48 0.26 0.25
H 0.39 0.24 0.51
H -0.63 -0.12 -0.07
H -0.07 -0.03 0.02
C -0.40 -0.86 -0.74
O 0.29 0.61 0.46
H -0.16 0.01 -0.12
H -0.52 0.43 0.15
H 0.67 -0.26 0.28
H 0.13 0.04 -0.05
C 1.18 0.72 -0.95
O -0.52 -0.56 -0.59
H -0.27 -0.24 0.03
H -0.61 0.01 0.73
H 0.22 0.10 0.27
H 0.00 -0.03 0.51
C -0.62 -0.45 -0.23
O -0.42 0.65 0.14
H 0.81 0.05 0.11
H 0.32 0.19 -0.06
H 0.02 -0.45 0.10
H -0.08 0.03 -0.06
C 1.05 1.76 -1.47
O -0.82 -0.89 0.84
H -0.08 -0.34 -0.16
H -0.34 -0.09 0.22
H 0.26 -0.44 0.99
H -0.06 0.03 -0.43
C -0.07 1.16 0.76
O -0.54 -0.81 -0.51
H 0.28 0.56 -0.19
H 0.45 -0.05 -0.03
H -0.13 -1.04 -0.03
H 0.07 0.17 0.04
C -0.11 0.85 0.42
O 0.12 0.03 -0.24
H -0.04 -0.22 0.12
H 0.10 -0.21 -0.70
H -0.01 -0.48 0.39
H -0.06 0.03 0.01



# 5
Molecular formula: C5H7N3
Method: DFT, ωB97M-V/def2-TZVPD

Properties
E_LUMO in eV: 0.592
ΔE to the lowest compared entry with this formula, charge and spin in kJ/mol: 388.8
Charge: 0
SMILES: N/N=C\c1ccc[nH]1
Orbital gap in eV: 8.0

Positions of all 15 atoms, in Å:
C  0.0564  0.7841  1.2904
C  -0.2120  0.4059  -0.0847
C  0.1488  -0.7660  -0.6809
C  -0.2386  -0.8334  -1.9819
C  -0.8017  0.3946  -2.1916
H  0.0436  -1.4990  1.7805
H  1.1799  -1.5202  2.9720
H  -0.2987  1.8188  1.5200
H  0.7577  -1.5931  -0.2379
H  -0.3580  -1.7379  -2.6889
H  -1.1521  1.0041  -3.0699
H  -0.8333  2.2555  -0.9864
N  1.0291  -1.0947  2.0219
N  0.9047  0.1874  2.2223
N  -0.9419  1.1016  -1.0152

Forces on the atoms, in the same order (eV/Å):
C 2.80 0.94 2.26
C 0.20 -1.55 1.99
C 2.23 -3.24 2.51
C -1.65 -0.45 -3.34
C -1.88 2.39 -2.17
H 2.29 0.46 -0.07
H 0.44 0.40 -1.30
H 0.83 -0.80 0.16
H -0.94 1.08 -0.10
H 0.83 1.84 1.29
H 0.28 -1.46 0.67
H -0.69 -4.24 -0.30
N -1.63 -4.94 1.15
N -4.71 5.38 -2.83
N 1.60 4.22 0.08



# 6
Molecular formula: C3H8N2S
Method: DFT, ωB97M-V/def2-TZVPD

Properties
E_LUMO in eV: 0.419
ΔE to the lowest compared entry with this formula, charge and spin in kJ/mol: 461.8
Charge: 0
Orbital gap in eV: 9.8

Positions of all 14 atoms, in Å:
C  -0.9083  -1.4684  0.3766
C  -0.3187  0.2796  -0.8879
C  0.6723  1.4817  -1.3188
H  -1.4528  -1.0867  1.5136
H  -1.7622  -1.5214  -0.7161
H  -0.3526  -2.5716  0.5847
H  0.0430  0.4699  2.1278
H  0.1159  2.1587  -2.0407
H  1.6855  1.3324  -1.7767
H  0.6093  1.8652  -0.2990
H  -2.2511  -0.0995  -1.1955
N  0.1030  -0.5775  0.0309
N  -1.4251  0.5205  -1.5357
S  0.9967  -0.1191  1.4573

Forces on the atoms, in the same order (eV/Å):
C -3.00 -4.20 1.31
C 0.47 5.87 -5.36
C -1.21 -0.64 -0.02
H 1.00 -1.34 -3.66
H 2.73 -0.45 4.09
H -2.02 2.86 -0.46
H -1.08 0.52 0.42
H 0.51 -1.04 1.18
H -0.79 -0.42 1.14
H 1.24 1.28 -0.31
H 1.62 1.36 -0.71
N 0.34 -0.65 1.99
N -1.21 -2.65 1.95
S 1.42 -0.50 -1.57